No. 1
{
  "formula": "C40H52CsF5N8O4S2Sb2",
  "method": "ωB97M-V with the def2-TZVPD basis set",
  "total_energy_ha": -4090.82456,
  "charge": -2,
  "gap_ev": 5.533,
  "homo_energy_ev": -1.99,
  "species": ["Cs", "Sb", "Sb", "S", "S", "F", "F", "F", "F", "F", "O", "O", "O", "O", "N", "N", "N", "N", "N", "N", "N", "N", "C", "C", "C", "C", "C", "C", "C", "C", "C", "C", "C", "C", "C", "C", "C", "C", "C", "C", "C", "C", "C", "C", "C", "C", "C", "C", "C", "C", "C", "C", "C", "C", "C", "C", "C", "C", "C", "C", "C", "C", "H", "H", "H", "H", "H", "H", "H", "H", "H", "H", "H", "H", "H", "H", "H", "H", "H", "H", "H", "H", "H", "H", "H", "H", "H", "H", "H", "H", "H", "H", "H", "H", "H", "H", "H", "H", "H", "H", "H", "H", "H", "H", "H", "H", "H", "H", "H", "H", "H", "H", "H", "H"],
  "xyz": [[1.251, -1.935, 0.103], [1.462, 2.136, 1.772], [-2.009, 3.468, 2.595], [0.098, -2.931, -2.708], [-0.285, -0.704, 3.077], [-3.494, -4.334, 1.391], [-1.512, -2.596, 1.026], [-4.707, -4.594, 3.827], [-1.881, -1.280, 5.581], [-3.859, -3.040, 5.904], [-1.102, -2.697, -1.925], [0.880, -4.094, -2.348], [1.139, 2.590, -1.355], [3.078, -2.432, 1.661], [2.909, -0.491, -2.751], [-1.913, -3.617, -8.293], [-3.729, -2.148, -1.599], [2.598, -2.403, -4.162], [-2.766, 1.313, -1.184], [-4.236, -0.308, -2.923], [-0.245, 2.757, -3.128], [0.922, -1.597, -2.706], [4.222, -4.486, 1.239], [-1.580, -1.830, 3.286], [-1.013, 2.806, 4.408], [-3.088, -3.568, 2.421], [2.402, 4.030, 1.342], [4.151, -3.481, 3.528], [1.437, 3.471, 4.563], [-3.649, 4.394, 3.669], [-0.501, -3.178, -4.365], [0.703, 5.880, 5.809], [-2.861, 0.021, -0.988], [2.037, 5.622, 5.533], [-1.568, -2.409, -4.812], [1.876, 2.203, 3.914], [-1.120, 3.525, -3.975], [4.655, -1.198, -4.213], [-3.269, -2.915, 4.696], [2.069, -4.434, 2.528], [0.202, 1.484, -3.663], [-0.341, 4.448, -1.336], [-3.611, -0.809, -1.865], [-3.704, -3.705, 3.650], [-0.255, 4.942, 5.456], [2.388, 4.428, 4.925], [3.366, -3.645, 2.211], [0.078, 3.744, 4.824], [-3.423, 1.821, -2.242], [-2.241, -2.011, 4.510], [0.258, 3.195, -1.940], [-2.063, -2.656, 2.259], [4.121, -0.352, -3.248], [3.213, 0.977, 1.341], [-4.137, 1.016, -3.093], [-1.455, -3.489, -6.963], [0.091, -4.096, -5.215], [-0.386, -4.254, -6.508], [3.823, -2.222, -4.628], [2.164, -1.523, -3.233], [-2.041, -2.560, -6.104], [-3.069, 1.644, 2.258], [3.681, -4.632, 0.300], [3.431, 4.213, 4.722], [-0.567, 4.006, -4.793], [3.560, -2.878, 4.221], [0.929, -4.674, -4.849], [4.159, -2.937, -5.375], [-2.876, -1.959, -6.448], [2.805, 6.340, 5.799], [-1.760, -4.541, -8.669], [-2.373, 0.917, 1.841], [-0.664, 0.848, -3.862], [-4.091, 3.677, 4.364], [-0.270, 5.316, -1.993], [-3.452, 1.260, 3.205], [-1.645, 4.296, -3.417], [4.392, -4.440, 4.007], [1.469, -4.601, 1.626], [-3.366, 2.892, -2.398], [4.495, -5.472, 1.639], [5.083, -2.948, 3.320], [1.742, 4.848, 1.634], [-1.869, 2.866, -4.419], [-3.892, 1.827, 1.566], [-2.884, -3.360, -8.395], [1.457, -3.874, 3.239], [5.655, -1.073, -4.601], [0.758, 1.622, -4.597], [1.366, 1.333, 4.330], [2.950, 2.059, 4.036], [2.313, -5.418, 2.948], [5.136, -3.931, 1.014], [-2.036, -1.700, -4.140], [0.191, 4.648, -0.410], [0.843, 0.990, -2.940], [-4.044, -2.676, -2.400], [-2.905, -2.560, -1.172], [-3.292, 5.260, 4.229], [3.320, 0.872, 0.260], [0.080, -4.971, -7.175], [2.566, 4.062, 0.266], [-4.652, 1.439, -3.950], [0.407, 6.803, 6.295], [4.079, 1.512, 1.737], [-1.802, 2.753, 5.161], [3.352, 4.141, 1.868], [-1.301, 5.140, 5.669], [-1.393, 4.278, -1.097], [-4.416, 4.727, 2.969], [3.155, -0.016, 1.791], [-0.674, 1.785, 4.221], [-2.338, -0.439, -0.160], [4.705, 0.473, -2.847]],
  "forces_ev_per_a": [[-0.689, 0.722, 0.375], [-0.153, -0.076, -0.216], [0.079, 0.024, -0.104], [-0.225, -0.266, -0.820], [-0.202, -0.135, 0.024], [0.036, 0.061, 0.060], [-0.205, 0.021, 0.167], [0.069, 0.067, -0.012], [-0.032, -0.041, -0.059], [0.032, 0.013, -0.078], [0.357, 0.016, -0.080], [-0.047, -0.105, -0.044], [0.129, -0.038, 0.044], [1.226, -0.380, 0.808], [-0.016, -0.125, -0.192], [-0.037, -0.036, 0.047], [-0.156, 0.150, -0.003], [0.046, 0.040, -0.047], [-0.006, -0.019, 0.130], [-0.033, 0.030, -0.043], [0.001, -0.054, -0.022], [-0.029, 0.166, -0.610], [0.066, -0.063, -0.001], [0.067, 0.052, -0.023], [0.042, -0.034, 0.071], [-0.017, -0.015, -0.040], [0.031, 0.077, 0.100], [0.033, -0.057, 0.051], [-0.078, -0.043, 0.031], [-0.056, 0.040, 0.067], [-0.090, -0.004, 0.012], [-0.010, 0.012, 0.007], [-0.006, -0.003, -0.351], [0.016, 0.005, 0.009], [0.021, -0.040, -0.014], [0.063, 0.023, 0.115], [-0.022, 0.041, -0.036], [0.033, 0.051, 0.023], [0.012, 0.050, 0.111], [0.178, -0.165, 0.038], [-0.014, 0.013, 0.000], [-0.058, -0.011, 0.020], [0.025, -0.238, 0.139], [-0.086, -0.102, -0.023], [-0.013, 0.009, -0.021], [-0.035, -0.015, -0.032], [-0.081, 0.113, 0.013], [0.008, -0.039, 0.006], [-0.009, 0.031, 0.036], [-0.042, 0.034, 0.071], [-0.042, 0.030, 0.009], [0.003, -0.052, -0.023], [0.007, 0.001, 0.029], [-0.006, 0.060, -0.043], [-0.021, 0.004, 0.011], [-0.045, 0.032, -0.048], [0.016, -0.007, -0.023], [0.039, -0.006, 0.057], [-0.030, -0.037, -0.005], [-0.080, 0.058, 0.140], [-0.002, -0.014, -0.009], [-0.003, -0.040, 0.056], [-0.025, 0.005, 0.012], [0.009, 0.015, 0.006], [-0.003, -0.005, -0.014], [-0.011, 0.012, -0.005], [0.007, -0.011, -0.004], [-0.010, -0.015, -0.005], [-0.004, 0.001, -0.002], [-0.003, 0.012, 0.005], [0.009, 0.024, -0.002], [-0.034, 0.024, 0.002], [0.000, -0.020, 0.000], [0.002, -0.009, 0.007], [0.035, -0.004, -0.029], [0.004, 0.011, 0.001], [0.011, 0.006, 0.013], [-0.005, 0.001, 0.000], [0.104, 0.008, -0.004], [0.008, -0.030, 0.030], [-0.013, 0.007, 0.015], [-0.004, 0.016, -0.004], [0.010, 0.016, 0.002], [0.018, -0.007, 0.009], [0.021, -0.037, -0.028], [0.036, 0.005, -0.001], [0.024, 0.032, 0.010], [0.000, 0.001, 0.003], [0.008, 0.023, -0.005], [0.011, -0.019, -0.021], [0.006, 0.019, -0.002], [-0.149, -0.003, 0.053], [0.007, -0.002, -0.007], [0.006, 0.011, 0.004], [-0.014, 0.006, 0.002], [-0.007, -0.005, -0.001], [0.003, 0.006, 0.038], [-0.138, 0.042, -0.044], [-0.005, -0.002, -0.021], [-0.029, 0.005, -0.010], [0.000, -0.004, -0.001], [0.018, 0.007, -0.015], [-0.001, -0.021, -0.007], [0.003, 0.008, 0.006], [0.010, -0.021, 0.002], [0.008, 0.045, 0.025], [0.001, -0.031, 0.006], [0.014, -0.008, 0.003], [0.000, 0.002, 0.007], [-0.008, 0.001, -0.014], [0.003, -0.077, 0.011], [0.002, 0.051, -0.021], [0.095, 0.111, 0.136], [0.005, 0.010, 0.004]]
}

No. 2
{
  "formula": "C40H53BCaClF5IN7O8S3Si",
  "method": "ωB97M-V with the def2-TZVPD basis set",
  "total_energy_ha": -5985.20290,
  "charge": -2,
  "gap_ev": 5.902,
  "homo_energy_ev": -2.02,
  "species": ["I", "Ca", "Cl", "S", "S", "S", "Si", "F", "F", "F", "F", "F", "O", "O", "O", "O", "O", "O", "O", "O", "N", "N", "N", "N", "N", "N", "N", "C", "C", "C", "C", "C", "C", "C", "C", "C", "C", "C", "C", "C", "C", "C", "C", "C", "C", "C", "C", "C", "C", "C", "C", "C", "C", "C", "C", "C", "C", "C", "C", "C", "C", "C", "C", "C", "C", "C", "C", "B", "H", "H", "H", "H", "H", "H", "H", "H", "H", "H", "H", "H", "H", "H", "H", "H", "H", "H", "H", "H", "H", "H", "H", "H", "H", "H", "H", "H", "H", "H", "H", "H", "H", "H", "H", "H", "H", "H", "H", "H", "H", "H", "H", "H", "H", "H", "H", "H", "H", "H", "H", "H", "H"],
  "xyz": [[-2.690, 3.087, -4.194], [-1.085, 0.442, -0.283], [1.002, -0.215, -2.901], [-4.306, 2.957, -0.681], [0.847, -0.759, 1.374], [-1.421, -3.836, -1.123], [1.857, 1.040, 1.250], [-6.655, 4.678, -1.355], [-4.379, 8.825, -1.409], [-2.033, 7.533, -0.736], [-6.662, 7.352, -1.716], [-1.979, 4.874, -0.411], [0.316, -0.444, -1.678], [3.500, 0.866, 1.276], [1.566, 2.114, 2.461], [2.973, -4.087, -1.727], [0.376, 0.823, -3.641], [0.965, -1.411, -3.677], [1.257, 1.854, -0.039], [2.348, 0.150, -2.648], [-2.220, 0.370, -3.217], [-1.842, 1.417, 1.596], [-3.204, -0.696, -0.070], [-2.692, 0.817, 2.422], [-0.401, -3.821, 1.259], [1.168, -3.826, -0.438], [-3.641, -1.057, 1.131], [-0.291, -6.894, -3.317], [-2.021, -0.938, -3.270], [-0.159, -3.792, -0.065], [0.369, -6.207, -2.316], [-2.797, 2.974, 2.872], [1.777, -4.247, -1.589], [-4.848, -1.619, 1.034], [0.619, -3.895, 2.287], [-4.351, 7.475, -1.232], [-2.403, -0.975, -5.619], [-2.081, -1.653, -4.454], [1.576, 4.239, 0.377], [3.890, -1.050, -0.158], [-3.171, 6.814, -0.901], [0.706, 3.020, 4.451], [1.645, 3.084, -0.630], [0.965, -4.984, -2.597], [4.222, -1.171, 2.327], [4.309, -0.274, 1.084], [-5.224, -1.620, -0.295], [3.074, 2.963, -1.169], [-0.357, -6.368, -4.596], [-3.160, 5.447, -0.738], [0.654, 3.349, -1.772], [5.752, 0.223, 0.922], [1.476, 0.641, 4.386], [2.574, -5.206, 3.215], [-4.151, -1.016, -0.943], [-5.509, 6.715, -1.384], [-1.884, 2.716, 1.851], [-2.614, 0.392, -5.569], [-3.289, 1.725, 3.199], [1.403, -5.214, 2.238], [1.733, 2.051, 3.847], [0.249, -5.157, -4.879], [3.164, 2.497, 4.196], [-4.310, 4.627, -0.886], [-5.489, 5.350, -1.215], [0.925, -4.469, -3.888], [-2.474, 1.002, -4.333], [-2.893, -0.708, 2.436], [-1.268, 3.406, 1.309], [-6.134, -1.986, -0.730], [1.371, -3.507, -4.080], [0.781, 3.029, 5.536], [3.212, -4.347, 3.016], [-4.032, 1.442, 3.920], [-2.494, -1.498, -6.560], [3.181, -1.435, 2.488], [-4.056, -0.799, -1.988], [1.797, -5.377, 1.236], [0.829, 2.668, -2.600], [3.858, -0.396, -1.022], [-3.061, 3.925, 3.297], [2.068, 3.950, 1.299], [0.402, -6.610, -1.313], [4.567, -1.874, -0.357], [3.311, 3.827, -1.787], [2.224, -5.150, 4.244], [3.165, -6.115, 3.099], [3.775, 2.900, -0.338], [0.730, -6.046, 2.459], [-3.601, -0.995, 3.358], [0.868, 4.027, 4.072], [2.273, -0.024, 4.066], [-5.362, -1.992, 1.899], [0.743, 4.374, -2.123], [3.296, 3.556, 3.971], [-1.832, -1.261, 2.469], [-0.891, -6.900, -5.371], [-2.861, 0.958, -6.456], [1.786, -3.307, 0.187], [-1.868, -2.710, -4.448], [-0.292, 2.703, 4.158], [3.859, 1.924, 3.588], [5.838, 0.819, 0.019], [1.424, 0.656, 5.475], [6.428, -0.627, 0.850], [-0.759, -7.844, -3.102], [0.539, 0.267, 3.974], [0.108, -3.812, 3.247], [-1.803, -1.425, -2.330], [4.816, -2.073, 2.193], [0.542, 4.485, 0.600], [2.067, 5.120, -0.031], [3.153, 2.062, -1.775], [1.288, -3.032, 2.201], [6.032, 0.836, 1.776], [0.201, -4.747, -5.878], [-1.271, -3.382, 1.530], [-0.362, 3.197, -1.408], [2.885, -1.434, -0.023], [4.588, -0.637, 3.203], [3.371, 2.324, 5.251]],
  "forces_ev_per_a": [[0.043, -0.013, -0.078], [-0.101, 0.355, -0.326], [1.481, 0.077, -2.590], [0.081, -0.956, 0.103], [-0.063, 0.382, 0.014], [-0.543, 0.315, -0.289], [-0.167, -0.900, 0.773], [0.326, 0.337, -0.022], [0.037, -0.403, 0.059], [-0.289, -0.151, -0.059], [0.244, -0.153, 0.107], [-0.213, 0.232, -0.097], [-0.300, -0.678, 0.927], [-0.136, 0.518, -0.062], [-0.138, 0.101, -0.353], [-0.135, 0.061, -0.050], [-0.513, 0.750, -0.313], [-0.058, -0.877, -0.108], [-0.432, -0.270, -0.243], [0.804, 0.081, 0.517], [-0.051, 0.141, 0.668], [0.353, 0.674, 0.359], [0.392, 0.236, -0.616], [-0.414, -0.123, 0.710], [0.251, 0.394, 0.245], [0.133, 0.660, 1.004], [-0.506, -0.486, 0.549], [0.033, -0.126, 0.057], [-0.163, -0.371, -0.413], [-0.617, -0.502, -0.258], [0.149, 0.102, 0.020], [0.042, 0.032, 0.087], [0.176, -0.204, -0.195], [-0.233, -0.153, -0.165], [0.437, -0.367, -0.041], [-0.035, -0.124, 0.023], [0.004, -0.053, 0.151], [-0.070, -0.022, 0.035], [-0.006, -0.341, -0.074], [0.040, 0.159, 0.112], [-0.062, 0.481, -0.063], [0.214, -0.313, -0.203], [0.235, 1.048, -0.583], [0.179, -0.166, -0.450], [-0.033, 0.282, -0.205], [0.583, -0.611, -0.046], [0.004, -0.034, -0.006], [-0.303, -0.174, 0.109], [-0.132, -0.053, -0.083], [-0.265, -0.458, -0.071], [0.394, -0.353, 0.250], [-0.424, -0.035, 0.056], [-0.068, 0.306, -0.158], [-0.247, -0.074, -0.178], [-0.421, -0.163, -0.105], [0.016, 0.504, -0.113], [-0.159, 0.118, 0.298], [0.082, -0.113, -0.028], [-0.022, 0.371, 0.076], [-0.008, 0.100, 0.189], [0.076, 0.172, 0.906], [0.041, 0.037, -0.063], [-0.342, -0.135, -0.141], [-0.024, 0.981, -0.085], [0.222, -0.394, 0.118], [-0.012, -0.024, 0.151], [-0.316, 0.659, -0.197], [0.039, 0.038, -0.131], [0.071, 0.073, -0.140], [-0.108, -0.038, -0.025], [0.100, 0.034, -0.054], [0.008, 0.028, 0.154], [0.138, 0.063, 0.068], [-0.051, -0.149, 0.089], [0.044, -0.070, -0.071], [-0.085, -0.145, 0.054], [0.057, 0.094, -0.025], [-0.077, -0.034, -0.007], [-0.019, 0.070, -0.001], [0.093, 0.076, -0.112], [-0.052, 0.057, 0.015], [0.094, 0.109, 0.114], [-0.001, -0.007, 0.096], [0.160, -0.167, -0.020], [0.046, 0.147, -0.033], [0.035, 0.055, 0.142], [0.082, 0.001, 0.074], [0.131, 0.020, 0.012], [-0.043, -0.013, -0.035], [-0.180, -0.087, 0.221], [0.038, 0.112, -0.063], [0.047, -0.181, 0.039], [-0.002, 0.064, 0.186], [-0.039, 0.143, -0.024], [0.020, 0.068, -0.024], [0.264, -0.164, 0.003], [-0.028, -0.056, -0.065], [0.023, 0.067, 0.080], [0.042, -0.132, -0.176], [0.014, -0.144, 0.016], [-0.119, -0.002, 0.034], [0.146, -0.050, -0.001], [0.025, 0.121, -0.159], [0.056, 0.001, 0.099], [0.114, -0.088, -0.014], [-0.052, -0.071, 0.052], [-0.015, -0.055, 0.094], [0.026, 0.097, -0.020], [0.004, -0.269, -0.136], [0.098, -0.151, -0.039], [-0.146, 0.089, 0.089], [-0.013, 0.093, -0.137], [0.051, 0.022, -0.014], [0.044, -0.112, 0.180], [0.054, 0.078, 0.118], [-0.019, 0.059, -0.077], [-0.059, -0.172, -0.162], [-0.167, 0.156, 0.002], [-0.055, -0.080, -0.067], [0.063, 0.077, 0.133], [0.049, 0.034, 0.131]]
}